# 1
Formula: C12H29BF4N5O4OsP
Source: the OMol25 dataset
Level of theory: wB97M-V/def2-TZVPD

Values from the calculation:
Net charge: +2
LUMO energy (alpha / beta), eV: -8.63 / -8.72
Kohn-Sham gap (alpha / beta), eV: 7.45 / 7.48
Molar mass, g mol⁻¹: 615.40
Energy above the lowest of the compared OMol25 structures with the same formula, charge and spin, kcal per mole: 0.1
Calculated total energy, hartree: -1905.55331

XYZ file:
```
57
Properties=species:S:1:pos:R:3:nbo_charge:R:1
Os -0.12 1.43 -1.01 1.633
C -0.47 -3.13 -1.76 -0.436
N 0.36 -2.33 -2.69 -0.321
C 1.08 -3.02 -3.77 -0.443
C 0.44 -1.03 -2.54 0.684
N -0.26 -0.39 -1.57 -0.703
N 1.26 -0.33 -3.38 -0.585
C 1.44 1.04 -3.53 0.664
N 2.14 1.41 -4.60 -0.749
N 0.97 1.87 -2.65 -0.715
H -0.35 -4.17 -2.01 0.258
H -1.52 -2.87 -1.86 0.232
H -0.13 -2.98 -0.73 0.232
H 0.84 -4.08 -3.71 0.264
H 2.16 -2.92 -3.64 0.227
H 0.76 -2.66 -4.74 0.232
H -0.87 -1.00 -1.04 0.419
H 1.79 -0.90 -4.02 0.440
H 2.40 0.77 -5.33 0.429
H 2.38 2.38 -4.74 0.442
H 1.07 2.85 -2.90 0.429
F -0.82 4.18 -2.97 -0.506
B -1.46 3.72 -1.89 1.381
F -0.44 3.50 -0.79 -0.497
F -1.71 2.20 -2.11 -0.502
F -2.56 4.28 -1.42 -0.477
C 1.02 -1.00 4.25 -0.660
C 1.73 -1.13 2.92 0.326
C 3.03 -0.36 2.86 -0.666
C 1.90 -2.57 2.50 -0.635
O 0.80 -0.57 1.84 -0.878
P 0.43 0.91 1.67 2.551
O 0.53 1.86 2.75 -1.020
O 1.20 1.38 0.27 -0.778
O -1.00 0.86 0.85 -0.896
C -2.40 1.11 1.51 0.358
C -2.41 0.29 2.78 -0.676
C -3.36 0.58 0.47 -0.657
C -2.52 2.59 1.75 -0.675
H 1.64 -1.46 5.02 0.248
H 0.07 -1.52 4.23 0.222
H 0.88 0.04 4.52 0.244
H 3.74 -0.79 3.57 0.253
H 2.89 0.69 3.14 0.242
H 3.48 -0.41 1.86 0.218
H 2.55 -3.08 3.21 0.248
H 2.37 -2.64 1.51 0.210
H 0.94 -3.09 2.49 0.221
H -2.19 -0.76 2.58 0.223
H -3.40 0.35 3.21 0.262
H -1.70 0.68 3.51 0.246
H -3.21 -0.48 0.30 0.209
H -3.28 1.13 -0.47 0.226
H -4.38 0.72 0.84 0.264
H -1.73 2.96 2.40 0.256
H -3.48 2.78 2.23 0.256
H -2.51 3.15 0.81 0.227
```


# 2
Formula: C20H21Br2Cl3N3O6TeTi
Source: the OMol25 dataset
Level of theory: wB97M-V/def2-TZVPD

Values from the calculation:
Net charge: -1
LUMO energy (alpha / beta), eV: 1.42 / 1.35
Spin multiplicity: 3
Kohn-Sham gap (alpha / beta), eV: 6.54 / 6.77
Molar mass, g mol⁻¹: 841.04
Energy above the lowest of the compared OMol25 structures with the same formula, charge and spin, kcal per mole: 15.1
Calculated total energy, hartree: -9036.77467

XYZ file:
```
57
Properties=species:S:1:pos:R:3:nbo_charge:R:1
Ti 0.58 -0.03 -0.25 1.729
O -0.72 1.00 -1.69 -0.774
C -0.13 2.30 -1.93 -0.080
C 1.35 2.16 -2.30 -0.272
N 2.04 1.16 -1.45 -0.493
C 2.86 1.73 -0.37 -0.338
C 3.04 0.75 0.80 0.791
O 3.86 1.00 1.66 -0.622
O 2.29 -0.32 0.76 -0.818
C 2.79 0.14 -2.22 -0.348
C 2.37 -1.29 -1.85 0.798
O 3.13 -2.23 -1.86 -0.595
O 1.07 -1.36 -1.59 -0.836
H -0.78 0.55 -2.57 0.534
H -0.26 2.86 -1.01 0.207
H -0.68 2.79 -2.73 0.200
H 1.83 3.14 -2.21 0.207
H 1.44 1.85 -3.34 0.269
H 2.36 2.62 0.03 0.238
H 3.86 2.01 -0.70 0.217
H 3.87 0.24 -2.06 0.220
H 2.58 0.24 -3.28 0.272
C -1.05 -3.14 -0.23 -0.655
C -1.74 -2.08 0.56 0.289
C -2.99 -2.34 1.17 -0.253
C -3.63 -1.37 1.88 -0.112
C -3.04 -0.09 2.02 -0.123
C -3.61 0.99 2.74 -0.088
Br -5.29 0.77 3.61 0.036
C -2.97 2.19 2.82 -0.225
C -1.73 2.37 2.20 -0.187
Br -0.88 4.05 2.34 0.068
C -1.09 1.36 1.49 0.404
O 0.08 1.49 0.94 -0.801
C -1.79 0.11 1.41 0.124
N -1.18 -0.89 0.69 -0.528
H -1.47 -4.12 0.00 0.215
H 0.02 -3.15 -0.04 0.261
H -1.16 -2.95 -1.30 0.257
H -3.42 -3.33 1.05 0.221
H -4.59 -1.56 2.35 0.230
H -3.41 3.01 3.37 0.238
C 0.28 -1.24 5.58 -0.904
Te 1.31 -0.63 3.79 0.522
C 1.11 -2.56 2.92 -0.881
H -0.70 -1.63 5.33 0.210
H 0.16 -0.36 6.21 0.221
H 0.86 -1.99 6.11 0.210
H 1.60 -3.30 3.55 0.217
H 1.61 -2.53 1.95 0.243
H 0.06 -2.81 2.80 0.203
Cl 2.14 1.68 -5.80 -0.728
C -0.17 0.71 -6.66 -0.183
Cl 0.29 -0.57 -7.70 0.070
Cl -0.90 2.09 -7.36 0.061
C -0.57 0.38 -5.37 0.295
N -0.89 0.11 -4.29 -0.432
```


# 3
Formula: C15H27FNO4P
Source: the OMol25 dataset
Level of theory: wB97M-V/def2-TZVPD

Values from the calculation:
Net charge: 0
LUMO energy, eV: 0.73
Kohn-Sham gap, eV: 9.94
Molar mass, g mol⁻¹: 335.36
Calculated total energy, hartree: -1384.74738
Structure (SMILES): CCOP(=O)(CC[C@H](OC)[C@H](N)F)OCC.c1ccccc1

XYZ file:
```
49
Properties=species:S:1:pos:R:3:nbo_charge:R:1
C 5.08 1.48 -0.02 -0.639
C 3.98 1.50 -1.08 -0.068
O 3.10 0.37 -0.92 -0.812
P 1.72 0.51 -0.11 2.395
O 1.40 -0.74 0.59 -1.120
C 1.87 1.86 1.07 -0.825
C 0.56 2.21 1.80 -0.421
C -0.38 3.23 1.15 0.071
O -1.24 2.68 0.18 -0.542
C -2.55 2.42 0.65 -0.248
C 0.29 4.43 0.49 0.354
N 0.88 4.11 -0.79 -0.862
F 1.28 4.92 1.32 -0.366
O 0.65 0.91 -1.21 -0.810
C 0.08 -0.20 -1.93 -0.067
C -1.24 -0.64 -1.30 -0.641
H 4.69 1.01 0.88 0.219
H 5.44 2.48 0.22 0.214
H 5.91 0.87 -0.37 0.216
H 4.43 1.38 -2.07 0.189
H 3.43 2.44 -1.10 0.182
H 2.55 1.44 1.81 0.252
H 2.37 2.75 0.69 0.250
H -0.01 1.28 1.90 0.236
H 0.80 2.56 2.80 0.220
H -1.00 3.63 1.96 0.174
H -2.55 1.55 1.32 0.172
H -3.16 2.18 -0.22 0.196
H -2.98 3.29 1.14 0.168
H -0.47 5.22 0.40 0.134
H 0.20 4.24 -1.52 0.379
H 1.64 4.76 -0.95 0.370
H -0.10 0.17 -2.94 0.182
H 0.78 -1.03 -2.00 0.194
H -1.16 -1.63 -0.85 0.224
H -1.47 0.08 -0.52 0.224
H -2.06 -0.61 -2.01 0.205
C -2.67 -6.81 -0.54 -0.218
C -3.90 -6.28 -0.16 -0.215
C -3.95 -5.07 0.52 -0.214
C -2.78 -4.38 0.80 -0.213
C -1.56 -4.90 0.41 -0.217
C -1.50 -6.12 -0.26 -0.201
H -2.63 -7.75 -1.07 0.211
H -4.81 -6.82 -0.38 0.211
H -4.91 -4.67 0.82 0.210
H -2.83 -3.43 1.32 0.213
H -0.65 -4.36 0.63 0.223
H -0.55 -6.53 -0.56 0.211
```


# 4
Formula: C4H5NO
Source: the OMol25 dataset
Level of theory: wB97M-V/def2-TZVPD

Values from the calculation:
Net charge: 0
LUMO energy, eV: 0.87
Kohn-Sham gap, eV: 9.88
Molar mass, g mol⁻¹: 83.09
Energy above the lowest of the compared OMol25 structures with the same formula, charge and spin, kcal per mole: 117.4
Calculated total energy, hartree: -285.22744
Structure (SMILES): C1=NO[C@@H]2C[C@H]12

XYZ file:
```
11
Properties=species:S:1:pos:R:3:nbo_charge:R:1
C -0.44 -0.44 -1.15 -0.440
C -0.02 0.82 -0.58 0.029
C -0.03 -0.59 1.42 -0.086
C 0.59 -0.50 0.03 -0.321
H -1.49 -0.55 -0.90 0.257
H 0.07 -0.58 -2.23 0.241
H 0.84 1.65 -0.83 0.228
H 0.38 -1.11 2.40 0.248
H 1.79 -0.59 -0.12 0.246
N -0.77 0.58 1.52 -0.075
O -0.92 1.31 0.43 -0.325
```